Entry 1:
The molecule C4H8OS2 in a non-equilibrium geometry. Source: OMol25; level of theory: ωB97M-V with the def2-TZVPD basis set.

Element x y z (Å)
C 0.082258 -0.399621 -0.783849
H -2.181433 1.811390 -0.566856
H 1.365695 1.405915 0.670974
H -0.508633 -2.183023 -0.274200
H 2.906499 0.991728 1.237140
H -0.025668 -0.455597 -1.874646
C -0.658028 -1.244462 0.111837
S -2.437586 -0.519181 0.420171
C 1.844152 0.475366 1.063476
H -0.092835 -1.405105 1.030544
C -1.763589 0.781965 -0.631936
H 1.718768 0.027932 2.121197
O -0.368555 1.047859 -0.271112
H -1.760968 0.275703 -1.788249
S 1.879918 -0.610866 -0.464497

Force components x, y, z for each atom (eV/Å):
C 2.3 4.1 1.1
H -0.6 -1.1 -0.2
H -0.4 -1.2 1.3
H -1.1 -2.8 -1.2
H -1.5 -1.7 -0.8
H -0.4 0.0 0.5
C -1.5 -0.2 2.1
S 2.1 -0.7 -0.5
C 3.5 1.6 0.5
H -0.4 0.9 0.4
C 1.0 1.3 -2.5
H -0.9 0.6 -2.1
O -1.3 -3.8 -3.0
H -0.5 2.1 3.0
S -0.3 1.0 1.3

The SMILES is CS[C@H]1CSCO1. For the gap between HOMO and LUMO, the calculation gives 9.710 eV. The calculation puts the HOMO energy at -8.995 eV. As for the energy relative to the best compared isomer or geometry (same formula, charge and spin): 328.3 kJ/mol.

Calculated atomic charges, method natural (NBO), unit e:
1 C -0.055
2 H 0.232
3 H 0.273
4 H 0.227
5 H 0.232
6 H 0.220
7 C -0.537
8 S 0.161
9 C -0.785
10 H 0.236
11 C -0.241
12 H 0.239
13 O -0.565
14 H 0.173
15 S 0.191

***

Entry 2:
The molecule C6H5F in a non-equilibrium geometry. Source: OMol25; level of theory: ωB97M-V with the def2-TZVPD basis set.

Element x y z (Å)
H -2.127002 1.818194 -0.383508
F -2.903210 -0.616494 -0.140709
C -0.044662 1.559758 0.030532
H 1.451062 -2.377346 -1.002554
C -1.299540 1.105482 -0.069567
H 0.235392 2.694985 0.030002
C -1.790816 -0.141872 0.370890
C 0.968060 0.535486 0.226569
H 2.044025 0.906030 0.150943
C 0.876854 -0.746088 0.031464
C 1.307969 -1.978287 0.033061
H 1.281870 -2.759846 0.722873

Force components x, y, z for each atom (eV/Å):
H 0.9 -0.6 0.4
F -0.1 0.9 -0.8
C 0.9 0.6 0.7
H 0.4 0.3 0.7
C -3.5 1.9 -1.4
H -0.6 -2.5 -0.3
C 1.4 -1.3 1.6
C 2.2 2.9 -1.5
H -1.4 -0.5 0.7
C 0.7 -1.5 1.7
C -0.7 0.3 -3.5
H -0.3 -0.5 1.6

For the gap between HOMO and LUMO (spin up / spin down), the calculation gives 7.166 / 7.185 eV. The calculation puts the HOMO energy (spin up / spin down) at -8.056 / -8.076 eV. As for the energy relative to the best compared isomer or geometry (same formula, charge and spin): 558.0 kJ/mol.

Calculated atomic charges, method natural (NBO), unit e:
1 H 0.225
2 F -0.325
3 C -0.066
4 H 0.220
5 C -0.462
6 H 0.237
7 C 0.359
8 C -0.376
9 H 0.236
10 C 0.169
11 C -0.453
12 H 0.235

***

Entry 3:
A 7-piece molecular cluster, C55H118N6O7 overall in a non-equilibrium geometry. Source: OMol25; level of theory: ωB97M-V with the def2-TZVPD basis set.

Element x y z (Å)
H -3.908313 -3.538311 4.477863
O 2.062767 7.724579 -3.172277
C -3.859003 -2.640981 -1.921807
C 0.742747 6.446949 -4.563147
O 1.199237 3.069439 -0.450717
C 0.523187 7.050779 -7.031607
O -4.033773 -1.488881 2.424433
H -2.735683 -3.145521 5.780183
C 3.264617 1.112149 -1.058577
H 1.466937 6.532239 -7.200597
C 3.139587 -1.944791 5.695063
H 0.174277 -0.351441 -1.884927
H -0.177553 -3.144191 5.462713
H -4.849983 0.167959 0.083213
C 4.018937 -3.907711 -2.396867
H -1.882973 -2.027621 -2.510857
H -7.475223 -2.394531 5.190893
H 2.778527 5.637999 -5.499507
H 0.580867 10.240279 -4.586687
N 1.387037 7.754699 -4.346977
H 4.231947 -2.388321 -6.371447
C 1.778677 8.632269 -5.413827
H -0.445223 -1.842131 7.452423
C 1.105827 -1.213821 -0.312447
H 4.089677 -1.093931 -5.199917
H 3.136717 -2.271491 -4.910817
C 4.828607 -2.689561 -2.863637
H 0.347287 3.447649 -0.680347
H -7.147923 0.199549 3.089453
H 2.094017 -1.312691 0.136783
H 3.399867 -3.501051 7.153553
C -2.604003 -0.377221 4.743363
H 2.755917 7.101919 -3.403437
H 5.576407 -5.278391 -2.122817
H -4.616483 0.145739 6.006283
C 1.807807 -2.519221 5.045043
C 4.148427 -2.177231 -5.305357
H 0.825267 1.358409 -3.316287
C 1.794287 1.121069 1.808153
H 2.535137 1.264539 -3.515067
H 2.561767 -1.303311 9.795023
H -7.259633 -3.319161 3.109503
H 2.171947 -3.396971 4.511133
H 2.311247 -2.786021 9.047533
C 1.646787 -1.100591 7.731263
C 4.671407 -5.193291 -2.724347
H -8.289933 -1.559821 -2.432107
C 5.066707 -5.289351 -4.185807
C 1.229927 -0.484701 -1.648387
C 6.488627 -1.746051 -4.585897
H 1.491867 -2.003701 4.138113
C 3.815367 -5.486241 -5.163127
C 0.226967 -0.360281 0.625643
O 3.953067 -0.640221 7.434213
C -6.813733 -1.536451 5.071603
H -1.984773 -0.461701 5.636393
H 2.481817 0.278139 1.738283
H -3.160623 -4.750061 -2.326737
C 0.636477 1.130889 0.819313
H 6.841127 -1.855681 -5.611487
H -7.971703 -1.304311 2.794313
H -6.570433 0.216899 -1.649637
H -0.567353 4.291669 3.848973
C 3.217127 8.343319 -5.900747
H -2.379443 -3.989891 -1.030597
O -5.250693 -3.754361 -3.547187
H 0.238357 -0.848681 1.600033
H -2.722823 -2.694471 -3.903087
H -2.896913 0.670709 4.807713
N 1.005227 1.719339 -0.494287
H 0.953807 -3.662861 6.742653
H 0.555947 4.295639 5.664543
H 0.878767 -2.247601 -0.572897
C 1.845757 -1.805171 9.144193
H -6.643123 -1.110891 -0.508617
C -7.658343 -2.281521 -2.950137
H -4.515653 -2.421581 0.062473
C -6.205183 -3.121421 3.302233
H 0.211407 0.626939 8.415333
C -6.073023 -1.649221 3.644663
H 1.543887 0.997319 7.204313
C 0.794447 8.490879 -6.627307
H 4.438897 -1.826061 3.783073
H -4.137573 0.335599 -1.358947
H -1.523023 1.603269 0.831003
H 5.768587 -2.664161 -2.312387
H 2.222277 10.207419 -4.075347
C -6.998353 -0.818111 2.728783
H -0.561013 5.441749 -5.958787
C 5.980657 -6.491201 -4.417617
H -7.661573 -0.857291 5.161023
N 2.799717 -0.992991 6.809973
H -4.744113 -0.462491 -3.961477
H -0.751093 1.775689 2.433283
H -6.510573 -0.652411 1.768203
H 3.992957 8.151669 -5.159497
H 7.335497 -2.002031 -3.949197
H 1.393197 0.962259 2.809153
H -5.807593 -3.672401 4.154553
H 3.138117 -4.639201 -5.053787
H -1.976773 -0.437211 3.853933
H 1.884657 0.697679 8.809363
H 4.975787 -2.817701 6.505223
H 3.614527 0.395039 -0.315997
C -3.352103 -4.042861 -1.519697
O 1.048327 4.793839 5.008063
H -0.581083 5.041239 -3.649657
H -2.898363 -1.102221 -3.267757
H 3.958097 -5.952571 -2.403737
N -5.191023 -2.763361 -2.547817
C 3.959207 -1.216701 4.549023
H 0.873267 5.315499 3.296173
C 1.197937 0.372599 8.027803
H 1.771577 2.710929 -2.730657
H 3.180957 7.543999 -6.640927
C 1.808617 1.001049 -1.470597
H -0.456943 2.949929 1.257823
H -3.962553 -4.560721 -0.779917
H -0.812453 6.689619 -3.105897
H 0.969317 3.527509 3.348403
H -6.310633 -1.524911 7.199313
H 3.922477 -3.800691 -1.316437
H -6.073943 -4.208711 -3.353757
C 1.596587 10.120649 -4.963657
H -3.900073 -1.225031 6.980703
H 7.338287 -4.129231 -5.497627
H 1.557507 4.424569 -5.187487
H 6.130387 -6.822721 -5.445127
H 0.080577 -0.818231 6.164133
C -3.916163 -1.795321 -0.598217
H 3.620317 9.213949 -6.418007
C -3.767293 -1.390761 4.767763
H 3.303257 -6.425191 -4.952847
H 0.938527 -1.935371 9.734173
H 4.122247 0.287879 7.256423
C -5.795383 -0.748631 -3.928827
C 0.419617 -1.611511 6.830353
C -5.829293 -1.715251 6.240053
C -0.608003 1.875039 1.357293
H -0.103873 6.857389 -7.901957
C 5.265777 -2.714741 -4.326887
C 0.728177 -2.886451 6.011643
H -5.545083 -2.767251 6.265093
H -6.149353 -1.242891 -4.833537
H -2.399423 -2.936211 4.029223
H -7.864293 -3.259211 -2.514467
C -0.053233 5.946579 -3.349957
H -6.402513 0.153729 -4.001177
C 0.514317 4.413349 3.791533
O 6.421317 -4.096061 -5.779867
H 1.377017 8.854469 -7.473777
C 1.765157 1.625799 -2.833357
C 1.947247 5.382269 -4.842487
H 1.865907 10.824819 -5.750877
H 3.042307 -3.943331 -2.879587
H -0.841383 -0.393331 0.411983
C -2.864213 -2.150051 -2.969427
H 4.123667 -5.416571 -6.206297
C 3.941757 -3.094501 6.299633
C -6.160113 -1.660811 -2.736857
H 3.494697 -0.361881 4.057473
H 2.258637 2.099559 1.930773
H 2.448697 5.278999 -3.880207
H -8.094533 -2.233521 -3.947907
H 0.586667 5.736899 -2.492837
H 5.600347 -7.291041 -3.782227
H 3.933607 1.019419 -1.914117
H 6.158777 -0.717221 -4.441697
H -0.137543 9.016529 -6.419507
H -2.983013 -1.384891 -0.212387
H -1.137573 7.019389 -5.585177
N -4.667823 -1.206901 3.641163
C -3.145303 -2.838141 4.817983
C -6.111093 -0.734801 -1.382457
H 4.233657 -1.807171 -2.628007
N 5.822337 -4.067081 -4.570247
C -4.501573 -0.932191 6.120163
H 3.531267 2.150379 -0.860897
H -3.923413 -0.617021 2.038063
C -0.228313 6.472219 -5.834077
H 1.858727 -1.056851 -2.330557
H 4.806327 -0.788771 5.085083
H 6.948317 -6.335911 -3.940527
C -4.661313 -0.440691 -0.801117
H 3.912367 -4.008551 5.706543
H -5.761923 -3.438381 2.358223

Force components x, y, z for each atom (eV/Å):
H 0.0 -0.2 0.5
O 1.4 0.4 0.4
C 1.5 -0.7 0.5
C 1.2 -0.7 -2.1
O 0.9 1.2 0.3
C -1.1 -0.5 1.3
O 0.0 -0.4 -0.4
H 0.0 0.2 0.0
C 1.4 -0.4 -0.7
H -0.1 -0.2 0.0
C -1.5 -0.1 -0.8
H 0.1 0.0 -1.2
H 0.0 -0.3 0.1
H 0.0 -0.7 0.7
C 0.0 1.3 -0.3
H 0.2 -1.0 0.5
H 0.3 -0.8 -0.5
H -0.5 0.6 -0.4
H -0.1 0.2 -0.4
N -4.4 -0.6 -0.7
H 0.1 -0.4 0.3
C 0.0 0.8 -0.6
H 0.1 0.2 0.5
C 1.0 1.0 -0.3
H 1.0 0.4 -0.3
H -0.3 -1.4 -0.2
C 0.0 -0.2 -0.2
H 0.0 0.2 -0.2
H 0.2 0.0 0.4
H 0.2 0.1 0.2
H 0.3 0.6 0.6
C 0.3 0.4 -0.5
H 1.0 -0.1 0.8
H 0.2 -0.3 0.0
H -0.2 0.0 0.4
C 2.2 -1.0 -0.4
C -0.4 0.6 1.2
H -0.3 0.2 -0.1
C -0.4 0.5 1.5
H 0.2 0.1 0.3
H -0.1 0.6 -0.3
H -0.1 -0.3 0.6
H 0.1 -0.6 0.2
H -0.2 -0.3 -0.3
C -2.3 0.6 -0.5
C 0.6 -0.3 0.2
H 0.0 -0.2 0.4
C -0.7 -0.2 -2.8
C 0.6 1.5 1.9
C -0.8 -0.5 0.3
H -0.5 1.1 0.6
C 0.7 0.8 0.9
C -0.2 -0.9 0.3
O 1.6 0.2 1.5
C 0.8 -1.2 0.2
H 0.1 -0.6 -0.1
H 0.3 0.4 -0.7
H -0.4 0.3 -0.3
C 0.3 -0.9 -0.7
H -0.3 0.2 0.0
H 0.0 0.0 -0.9
H -0.2 -0.2 -0.1
H -0.1 0.2 -0.4
C 0.0 0.6 -0.7
H 0.0 0.7 0.0
O 0.8 1.6 1.9
H 0.2 0.2 0.4
H -0.4 -0.5 0.3
H -0.6 0.0 -0.2
N -2.8 -2.2 -0.3
H 0.3 -0.3 -0.4
H 0.4 0.1 0.6
H -0.9 -0.1 0.6
C 0.7 -0.5 -1.1
H -0.4 -0.6 -0.5
C 0.8 1.5 0.6
H 0.5 0.3 0.6
C -0.3 -0.2 -0.6
H -0.2 -0.6 -0.4
C -1.5 0.2 1.0
H -0.8 0.0 -0.4
C 1.2 -0.8 -0.5
H -0.5 -0.6 0.1
H 0.4 -0.6 -0.8
H 0.1 -0.1 -0.1
H -0.1 0.1 0.4
H 0.3 0.6 -0.1
C 1.2 0.5 0.5
H 0.1 -0.2 -0.2
C 0.3 -0.2 1.2
H 1.0 1.5 -0.1
N -1.5 -0.1 -2.0
H -0.2 -0.2 -0.1
H 0.0 -0.6 0.0
H -0.6 -0.6 -0.6
H -0.4 -0.3 0.4
H -0.1 0.1 0.3
H -0.4 -0.1 0.2
H -0.3 -0.5 -0.4
H -0.3 -0.2 0.3
H 0.2 -0.3 0.0
H 0.0 0.3 0.4
H -0.2 -0.1 0.3
H -0.1 0.4 0.3
C 0.2 -0.9 0.3
O 0.0 -0.9 2.4
H 0.1 -0.2 0.1
H -1.1 0.2 0.0
H 0.3 -0.6 -0.4
N 0.0 -0.2 -2.0
C 0.5 0.3 1.7
H -0.9 -0.4 -1.7
C 2.2 0.3 0.8
H 0.4 0.0 -0.3
H 0.3 -0.1 0.2
C 0.8 -1.2 0.1
H 0.0 0.1 -0.2
H -0.4 0.2 -0.1
H 0.1 0.1 0.2
H 0.1 -0.2 0.1
H -0.1 0.1 0.0
H -0.4 -0.1 0.0
H -0.8 -0.3 -0.3
C 0.6 -1.5 0.8
H 0.3 0.4 -0.2
H 0.4 -0.1 -0.7
H 0.0 -0.1 0.3
H -0.2 0.2 0.1
H 0.4 0.2 -0.1
C -1.6 1.9 -1.3
H -0.2 0.2 -0.2
C 1.0 0.3 1.9
H 0.0 0.0 -0.1
H -0.3 0.2 -0.4
H -0.1 0.2 -0.1
C -0.3 -0.5 -0.8
C 0.7 -1.1 0.7
C 0.2 0.8 0.0
C 0.7 0.6 0.2
H 0.1 0.7 -0.3
C 0.5 0.5 -1.3
C -0.7 1.7 0.5
H 0.0 -0.2 0.0
H 0.8 -0.4 -0.2
H 0.3 0.2 0.2
H 0.3 0.0 0.2
C 0.2 0.4 -0.5
H -0.1 0.1 0.9
C 0.6 1.1 -1.0
O 0.8 -1.0 -1.8
H -0.4 1.1 0.0
C -1.4 0.6 -0.7
C -0.9 0.5 0.7
H 0.0 0.0 0.2
H -0.3 0.4 0.2
H -0.1 -0.1 -0.8
C 1.3 1.8 -0.5
H 0.3 -0.4 0.1
C -0.4 -0.9 -0.3
C -1.7 0.6 2.0
H -0.6 -0.2 0.2
H 0.5 -0.1 -0.6
H -0.1 -0.6 0.2
H 0.8 -0.2 -0.4
H -0.1 0.1 0.0
H -0.4 -0.4 -0.4
H 0.0 -0.8 -0.3
H 0.2 0.0 0.2
H 0.2 0.2 -0.2
H 0.6 -1.5 0.0
H 0.1 0.4 -0.1
N -1.0 1.6 1.2
C -0.9 0.5 -0.7
C 1.3 -0.1 -0.5
H 0.3 0.3 -0.1
N -1.6 0.8 3.3
C -0.9 -1.7 -1.8
H -0.5 0.1 1.0
H 0.1 0.1 -0.1
C 1.5 -0.7 1.5
H -0.3 0.2 -0.4
H 0.3 0.2 0.0
H 0.3 0.4 -0.2
C -1.9 -0.4 -1.2
H 0.4 0.3 -0.8
H 0.7 0.2 0.1

For the gap between HOMO and LUMO (spin up / spin down), the calculation gives 6.550 / 2.592 eV. As for the expectation value of S²: 0.754. The calculation puts the HOMO energy (spin up / spin down) at -9.095 / -9.095 eV. The multiplicity is 2. As for the net charge: +1.

Results of the Löwdin charge analysis, in e, for atoms 1 through 99:
1 H 0.053
2 O 0.017
3 C -0.434
4 C -0.432
5 O -0.008
6 C -0.184
7 O -0.024
8 H 0.083
9 C -0.033
10 H 0.096
11 C -0.432
12 H 0.100
13 H 0.090
14 H 0.099
15 C -0.201
16 H 0.094
17 H 0.104
18 H 0.062
19 H 0.082
20 N -0.173
21 H 0.087
22 C -0.496
23 H 0.108
24 C -0.179
25 H 0.062
26 H 0.059
27 C -0.126
28 H 0.103
29 H 0.084
30 H 0.096
31 H 0.073
32 C -0.052
33 H 0.077
34 H 0.128
35 H 0.113
36 C -0.148
37 C -0.033
38 H 0.079
39 C -0.040
40 H 0.087
41 H 0.072
42 H 0.083
43 H 0.105
44 H 0.060
45 C -0.423
46 C -0.165
47 H 0.085
48 C -0.474
49 C -0.106
50 C -0.031
51 H 0.103
52 C -0.011
53 C -0.126
54 O -0.013
55 C -0.117
56 H 0.066
57 H 0.071
58 H 0.093
59 C -0.458
60 H 0.076
61 H 0.089
62 H 0.116
63 H 0.083
64 C -0.028
65 H 0.103
66 O 0.124
67 H 0.110
68 H 0.108
69 H 0.080
70 N -0.137
71 H 0.117
72 H 0.074
73 H 0.105
74 C -0.019
75 H 0.100
76 C 0.015
77 H 0.112
78 C -0.051
79 H 0.083
80 C -0.465
81 H 0.077
82 C -0.131
83 H 0.082
84 H 0.111
85 H 0.073
86 H 0.121
87 H 0.077
88 C -0.030
89 H 0.104
90 C -0.044
91 H 0.110
92 N -0.147
93 H 0.079
94 H 0.075
95 H 0.050
96 H 0.082
97 H 0.082
98 H 0.073
99 H 0.075